No. 1
{
  "formula": "C5H18NO6",
  "method": "ωB97M-V/def2-TZVPD",
  "symbols": ["H", "H", "O", "O", "O", "H", "H", "H", "H", "H", "H", "H", "H", "H", "H", "O", "N", "H", "C", "O", "H", "H", "C", "H", "C", "O", "C", "H", "H", "C"],
  "positions_angstrom": [[2.7751, 1.0791, 0.3931], [-1.6263, -1.0999, 0.7240], [-4.0653, 1.3664, -0.4648], [-2.2126, 2.0066, 1.1910], [3.7159, 1.0797, 0.2441], [0.8712, 0.2196, 0.2767], [-3.9897, 0.4077, -0.5241], [1.6600, 1.0093, -2.2257], [-3.2795, 1.5832, 0.1758], [0.2667, 1.7243, -2.2239], [0.6036, -1.4212, 3.0025], [-0.5419, -1.0706, -2.2238], [-0.2194, -1.7515, -0.6766], [1.7908, -2.6411, -1.2834], [4.0193, 1.0025, 1.1579], [-1.9944, -1.8060, 1.2807], [-1.0410, 0.6481, -0.2205], [-1.5911, -1.6610, 2.1509], [0.9604, 1.3351, -1.4432], [-0.3047, 1.0414, 1.9052], [1.2584, 2.2594, -0.9625], [-0.2604, -0.7337, 4.0109], [1.5943, -1.6592, -1.7266], [2.3798, -1.0718, -1.2505], [0.2807, 0.2064, -0.6376], [-0.2566, -1.4959, 3.4220], [-1.2036, 1.2652, 1.0772], [1.8545, -1.7560, -2.7834], [-1.6452, 1.0355, -0.9324], [0.2012, -1.1015, -1.4328]],
  "forces_ev_per_a": [[-0.8638, 0.1029, -0.3498], [-0.2415, 0.0733, 0.1284], [0.8445, -0.1941, 0.2663], [0.1484, -0.3800, 0.1983], [0.5313, -0.1003, 0.5742], [-0.2051, -1.2101, 0.2353], [-0.2227, -0.0126, -0.0330], [0.9083, -0.2546, 0.9936], [-1.0872, 0.2972, -0.3652], [-0.5783, -0.1029, 0.6887], [-0.0453, 0.0524, -0.3795], [0.3040, 0.2488, -0.4140], [-0.4306, -0.5201, -0.0677], [-0.5333, -0.1401, -0.1447], [0.3395, 0.0213, -0.1891], [-0.0654, -0.2242, -0.1412], [0.0062, -0.5080, 0.7488], [0.0625, 0.0759, -0.2147], [-1.1293, 0.2842, -2.8988], [0.1133, -0.0757, 0.3026], [0.3779, -0.2526, 0.6059], [-0.2934, 0.2080, -0.2193], [0.6345, -0.4057, -0.2903], [-0.0703, 0.4396, -0.1844], [-0.0349, 2.2171, -1.0356], [0.3286, -0.2870, 0.7794], [0.5199, 0.6349, -0.6454], [-0.0899, 0.1770, -0.0104], [0.1269, 0.0688, 0.0033], [0.6452, -0.2334, 2.0582]],
  "lowdin_charge": [-0.007, -0.017, -0.157, -0.041, -0.053, 0.110, 0.000, 0.070, -0.021, 0.078, 0.044, 0.115, 0.085, 0.064, 0.039, -0.090, 0.039, -0.013, -0.074, -0.043, 0.076, 0.051, -0.107, 0.056, -0.403, -0.057, -0.729, 0.064, 0.116, -0.193],
  "total_charge": -1,
  "de_lowest_kcal_mol": 26.6,
  "e_tot_ha": -707.59440,
  "gap_ev": 8.34,
  "lumo_energy_ev": 2.9
}


No. 2
{
  "formula": "C5H18NO6",
  "method": "ωB97M-V/def2-TZVPD",
  "symbols": ["H", "H", "O", "C", "C", "H", "H", "O", "H", "C", "H", "O", "H", "O", "H", "O", "H", "C", "H", "H", "H", "N", "H", "H", "H", "H", "H", "C", "H", "O"],
  "positions_angstrom": [[1.6693, 1.9664, 0.0898], [0.0872, -1.5173, 0.1389], [2.1519, -0.5806, 3.0169], [1.3001, 1.0623, -1.8348], [-0.3702, -0.8858, -1.8204], [2.0886, -0.8302, 2.0816], [-0.7733, 1.2821, 1.6752], [-1.9293, 2.1629, -1.7296], [-1.4079, -2.2782, 2.8353], [1.0488, -0.4020, -2.2236], [1.0868, -0.8114, -3.2447], [-0.2748, 1.6854, 2.4153], [-2.6137, -0.6627, -0.7807], [-1.2362, -1.0427, -2.6840], [2.0329, 1.5538, -2.5368], [-0.9032, -1.4889, 3.0640], [-2.6827, 2.2564, -1.1368], [-1.9719, -1.0117, 0.0725], [1.7640, -1.1190, -1.7712], [2.9960, 0.9816, -0.6306], [-1.1713, -0.9252, 2.2460], [-0.5944, -1.3715, -0.5823], [1.5125, 0.1834, 0.0932], [1.3414, -1.0500, 3.2612], [0.3602, 1.5641, -1.8129], [-2.4117, -1.9724, 0.3599], [0.4944, 1.1345, 2.5853], [1.9160, 1.0354, -0.4285], [-1.8149, 1.2091, -1.7478], [-1.6947, -0.1278, 1.0297]],
  "forces_ev_per_a": [[0.2047, -0.2828, 0.2328], [0.4623, 0.6491, -0.1179], [-0.5142, -0.5841, -0.7991], [1.3034, -0.9528, -0.5755], [1.0883, -1.8259, -0.2889], [0.6733, 0.4777, -0.0523], [0.1702, -0.3630, 0.3170], [-0.2975, 0.1504, 0.0246], [0.1630, -0.1949, 0.4044], [-0.6691, -1.9316, -0.2287], [0.0549, 1.3280, -0.3017], [0.0314, 0.6599, -0.0626], [0.5118, -0.0559, 0.4172], [-0.0695, 1.2487, -0.1016], [-1.0092, -0.3258, 0.5234], [0.0485, -0.3150, -0.6221], [0.1167, 0.1399, 0.1238], [1.0504, 0.3183, -0.8705], [-0.0680, 0.6397, 0.4638], [-0.1694, -0.2894, 0.8122], [-0.0356, 0.5576, 0.3570], [-1.6780, 0.2087, 0.0081], [0.1444, -0.0767, 0.5025], [-0.4538, 0.1121, 0.8505], [-0.5152, 0.6704, -0.2805], [-0.0673, -0.2706, 0.5099], [-0.0850, -0.1790, -0.1135], [0.2508, 1.1232, -1.0666], [0.0914, -0.3315, -0.1947], [-0.7337, -0.3047, 0.1288]],
  "lowdin_charge": [0.078, 0.102, -0.071, -0.225, -0.539, 0.018, -0.008, -0.056, 0.009, -0.137, 0.105, -0.098, 0.098, 0.004, 0.116, -0.135, 0.041, -0.371, 0.109, 0.076, -0.021, 0.099, 0.034, 0.008, 0.068, 0.091, -0.012, -0.101, -0.007, -0.276],
  "total_charge": -1,
  "de_lowest_kcal_mol": 52.1,
  "e_tot_ha": -707.55377,
  "gap_ev": 8.51,
  "lumo_energy_ev": 3.4
}


No. 3
{
  "formula": "C5H18O3",
  "method": "ωB97M-V/def2-TZVPD",
  "symbols": ["H", "H", "O", "C", "O", "H", "H", "H", "C", "C", "H", "H", "H", "C", "H", "C", "H", "O", "H", "H", "H", "H", "H", "H", "H", "H"],
  "positions_angstrom": [[-1.7932, -1.1389, -1.5207], [2.0822, -1.5787, -1.3386], [-1.0647, 2.7139, -0.2515], [-0.4890, -1.0044, 0.8983], [0.0057, 2.6927, 2.4621], [-0.8434, 3.1495, 2.3657], [0.9030, -2.6276, -0.7660], [0.4631, -1.3876, -1.9706], [-2.4213, -1.7032, -0.8127], [-1.6058, -1.9564, 0.4243], [0.5903, 3.3453, 2.8748], [-2.1922, -2.0743, 1.3468], [1.6185, -0.3100, 0.6829], [1.0328, -1.5758, -1.0651], [3.8795, -0.2879, -2.0337], [0.7463, -0.6089, 0.0927], [-0.9352, -0.1185, 1.3788], [3.2518, 0.4155, -1.7957], [-3.2791, -1.0339, -0.6614], [0.4358, 0.3066, -0.4107], [3.0550, 0.0253, -0.9251], [-0.2250, 3.1270, 0.0031], [-0.8436, 1.7823, -0.2698], [-2.8187, -2.6207, -1.2374], [-1.0504, -2.8915, 0.2900], [-0.1686, -1.5312, 1.8334]],
  "forces_ev_per_a": [[-0.2458, -0.5893, -0.2203], [0.0254, 0.2255, -0.2481], [0.2335, 0.4572, -0.0469], [-0.1045, 0.0415, 2.6651], [0.0825, 0.4452, 0.1647], [0.2114, -0.2175, -0.0774], [-0.3886, 0.2612, -0.0269], [-0.1272, 0.0740, 0.1242], [-0.1465, 1.4212, -0.3274], [1.2081, -0.5700, 0.6496], [-0.1957, -0.2440, -0.0606], [-0.2414, -0.2025, -0.4863], [-0.2465, -0.4899, 0.2294], [0.9239, -1.1700, 0.6873], [0.0530, 0.5645, -0.7747], [-1.3870, 0.3421, -1.7175], [0.0503, 0.1479, -0.5278], [0.7070, -1.0933, 0.7979], [0.1217, -0.1505, 0.2813], [0.3956, 0.3538, -0.1081], [-0.4878, 0.8808, -0.1010], [-0.3203, -0.1431, -0.0168], [-0.0589, -0.2838, 0.0403], [0.1863, -0.0292, -0.2039], [-0.4368, -0.2247, -0.0387], [0.1882, 0.1928, -0.6576]],
  "lowdin_charge": [0.067, 0.038, -0.061, -0.234, -0.070, 0.040, 0.078, 0.078, -0.106, -0.278, 0.042, 0.108, 0.109, -0.107, 0.046, -0.244, 0.098, -0.070, 0.073, 0.077, 0.009, 0.036, -0.007, 0.070, 0.092, 0.114],
  "de_lowest_kcal_mol": 25.3,
  "smiles": "CCCCC.O.O.O",
  "e_tot_ha": -426.97614,
  "gap_ev": 11.26,
  "lumo_energy_ev": 0.6
}


No. 4
{
  "formula": "C5H19N2O4",
  "method": "ωB97M-V/def2-TZVPD",
  "symbols": ["C", "H", "H", "O", "H", "H", "H", "H", "H", "H", "H", "C", "C", "H", "N", "H", "H", "H", "H", "H", "H", "O", "H", "H", "C", "N", "O", "C", "O", "H"],
  "positions_angstrom": [[-2.4484, -0.0098, -0.3436], [-1.8991, 1.8534, 0.5477], [3.7988, -0.3472, -0.2055], [0.5383, -0.8353, -2.6089], [-0.8992, -3.2242, 2.1197], [-0.5053, 3.7782, -0.9228], [0.4751, -1.2288, -3.4679], [-2.5434, 0.6732, 1.7069], [0.6111, -2.0597, 0.4907], [0.1898, 0.7976, -0.7355], [0.8368, 1.7924, 0.5228], [-1.8995, 0.7722, 0.8324], [2.9191, 0.3377, -0.2491], [-3.5280, -0.2110, -0.3661], [1.3562, -1.5927, -0.0870], [-0.3278, -0.5429, -2.3307], [-0.3646, 0.5797, 2.2190], [1.0418, -1.4875, -1.0234], [-0.7431, -1.7160, 1.9437], [2.7221, 0.5302, -1.3243], [2.2241, -2.2319, -0.0943], [-1.7525, -0.4386, -1.2372], [1.9405, -0.3896, 1.5741], [-0.5948, 4.2832, 0.4423], [1.7402, -0.2029, 0.5021], [-0.5709, 0.2833, 1.2627], [-0.3101, -2.5657, 1.8716], [0.5136, 0.7253, 0.3520], [-0.4938, 3.4983, -0.0313], [3.2641, 1.3127, 0.1578]],
  "forces_ev_per_a": [[0.4043, -0.1755, 0.1310], [0.0031, -0.6154, 0.1071], [-0.5930, 0.4239, 0.0477], [0.9945, 0.1574, 0.5604], [-1.6877, -1.9492, 0.7134], [0.0133, 0.3426, -1.6683], [-0.1801, -0.2769, -0.7133], [-0.3398, -0.0231, -0.2343], [0.4875, 0.1951, -0.1652], [0.2101, -0.5722, 1.5223], [-0.1910, -1.1405, 0.2797], [0.3219, 0.2492, 0.5566], [1.5371, 0.3528, -0.5502], [-0.1574, 0.2151, 0.0054], [2.1970, -0.7669, 2.3552], [-0.7666, 0.0164, -0.0725], [-0.1723, 0.1814, -0.4657], [-0.4401, 0.2654, -1.7920], [-0.3163, 0.6671, -0.0066], [-0.2201, -0.2842, 0.6000], [-1.7333, 1.2125, 0.0531], [-0.3810, 0.0714, 0.2546], [0.0374, 0.1109, -0.5460], [-0.2589, 2.0379, 1.4528], [-1.2118, -0.3694, -0.3912], [-0.0139, 0.3424, -1.0590], [1.9706, 1.2846, -0.7389], [0.6474, 0.7786, -0.3735], [0.1770, -2.0625, 0.1466], [-0.3378, -0.6689, -0.0091]],
  "lowdin_charge": [-0.169, 0.115, 0.097, -0.033, 0.034, 0.044, 0.065, 0.124, 0.099, 0.127, 0.119, -0.160, -0.061, 0.133, 0.202, -0.002, 0.132, 0.060, 0.021, 0.097, 0.202, 0.028, 0.157, 0.031, -0.307, -0.058, -0.012, -0.193, 0.002, 0.104],
  "total_charge": 1,
  "de_lowest_kcal_mol": 23.9,
  "e_tot_ha": -612.15559,
  "gap_ev": 10.45,
  "lumo_energy_ev": -2.5
}


No. 5
{
  "formula": "C5H19N2O4",
  "method": "ωB97M-V/def2-TZVPD",
  "symbols": ["H", "H", "H", "H", "H", "C", "H", "N", "O", "C", "O", "H", "H", "C", "H", "H", "H", "N", "H", "H", "H", "O", "H", "C", "H", "C", "H", "O", "H", "H"],
  "positions_angstrom": [[-3.4477, -0.9023, 0.5877], [0.6786, -1.8841, 2.1381], [0.9730, -2.8666, -0.0342], [-0.5028, -0.4317, 0.3045], [-1.5201, -2.0329, 1.9089], [1.4919, -1.3929, 1.4103], [-3.8553, -0.7845, -0.9292], [-0.5605, 0.4317, -0.2002], [0.6878, 2.9798, -1.0282], [1.8987, -1.3057, -1.0733], [-3.3172, -0.4223, -0.2495], [-1.5639, 0.6903, -0.4284], [-1.9987, -0.9049, 2.8956], [0.2936, 2.2352, -1.8380], [2.4870, -1.8611, 1.5290], [2.5687, 0.5669, -2.1296], [-0.2878, 1.2699, 0.5897], [1.0767, -1.8750, 0.0429], [1.8095, -1.9177, -2.0112], [-0.1736, 0.0887, -2.1708], [2.0491, 0.7297, -0.3889], [-1.2070, 2.6919, 1.0566], [-0.8111, 3.5693, 0.9128], [1.7216, 0.2220, -1.2585], [3.0070, -1.3074, -0.8114], [0.2563, 0.6905, -1.4527], [1.5912, -0.3008, 1.5170], [-1.6914, -1.1079, 2.0702], [-0.0214, 2.3408, -2.7950], [-1.6322, 2.7912, 1.8359]],
  "forces_ev_per_a": [[-0.0019, 0.1800, -0.6438], [2.2410, 1.4969, -1.2339], [0.2894, -0.3699, 0.2410], [0.2378, -1.2111, -0.3880], [-0.2020, -0.3759, 0.6249], [-0.8923, -2.9876, -0.0972], [-0.8879, -0.6288, -0.6090], [0.0537, 5.5439, 1.1878], [0.6553, 2.3996, 1.2014], [1.4084, -0.1175, 0.7664], [0.9258, 0.5684, 1.0991], [1.0923, -0.9416, 0.6851], [-1.1243, 0.1257, 3.4489], [-0.0716, -4.8238, 2.5896], [-0.3067, 0.4867, 0.8705], [-2.8481, -0.7692, 2.1322], [-1.0877, -2.3167, -2.4434], [-0.1139, 2.4836, -0.7337], [-0.3172, 0.7346, 0.9011], [-1.1296, -1.0091, -1.9148], [0.6471, 0.4969, 0.9721], [2.3292, 0.4882, -3.5493], [0.0428, -0.4298, -0.2619], [0.9113, -0.1809, -2.4885], [-0.9566, -0.6550, -0.1813], [1.5806, 0.4440, 1.2977], [-0.4289, -0.5361, -0.1636], [1.1554, 0.1633, -4.0183], [-0.8113, 1.5078, -3.3905], [-2.3901, 0.2335, 4.0994]],
  "lowdin_charge": [0.044, 0.109, 0.096, 0.059, 0.060, -0.099, 0.037, 0.157, 0.125, -0.221, -0.042, 0.133, 0.017, -0.168, 0.083, 0.205, 0.198, -0.152, 0.131, 0.117, 0.077, 0.006, 0.091, -0.153, 0.122, -0.219, 0.073, 0.001, 0.103, 0.011],
  "total_charge": 1,
  "de_lowest_kcal_mol": 77.7,
  "e_tot_ha": -612.06989,
  "gap_ev": 9.59,
  "lumo_energy_ev": -2.7
}